Record 1
DFT (ωB97M-V/def2-TZVPD) results for a molecular structure, C6H18CrO8S in a non-equilibrium geometry.

Summary:
Kohn-Sham gap (alpha / beta) = 3.66 / 5.54 eV
LUMO (alpha / beta) = 5.0 / 5.0 eV
ΔE to the lowest compared entry with this formula, charge and spin = 0.00 kJ/mol
Energy = -62150.5119 eV
Charge = -2
2S+1 = 5

Positions of all 34 atoms, in Å:
C: -15.5858 14.4984 -2.3713
H: -13.5993 14.5460 -3.3124
O: -17.2405 15.6623 0.6713
S: -13.6386 17.4429 2.2707
H: -14.8725 18.5500 -4.2052
Cr: -14.8717 15.9351 0.4546
H: -17.6746 17.4438 1.5150
H: -14.4282 12.9815 -3.3694
H: -19.0138 16.3014 1.5386
C: -18.7224 17.2827 -0.3739
H: -19.7763 17.5562 -0.2775
O: -13.1313 18.8234 2.3590
C: -15.2544 18.6092 -3.1778
C: -14.3413 17.8733 -2.2271
H: -16.5281 13.9270 -2.5395
C: -18.1855 16.6755 0.9270
H: -13.4150 18.4401 -2.0865
H: -15.8458 15.5681 -2.5683
H: -14.9294 14.2454 -4.4648
H: -17.5177 14.7876 0.9542
O: -15.1168 14.3226 -1.0975
O: -14.9708 17.6639 -0.9636
O: -13.4890 16.7132 3.5248
H: -13.5592 14.2145 1.2378
H: -18.1138 18.1080 -0.7354
H: -16.2734 18.2249 -3.2438
O: -13.0056 16.7181 1.1222
H: -14.0400 16.8766 -2.5454
H: -18.6945 16.4963 -1.1356
H: -15.0418 18.5080 -0.5029
O: -15.0899 17.4343 1.8289
H: -15.3281 19.6684 -2.9146
O: -14.4558 14.2693 1.5903
C: -14.5715 14.0668 -3.4358

Record 2
DFT (ωB97M-V/def2-TZVPD) results for C3H5NO2 in the gas phase in a non-equilibrium geometry.

Summary:
Kohn-Sham gap = 11.42 eV
LUMO = 0.8 eV
ΔE to the lowest compared entry with this formula, charge and spin = 200.57 kJ/mol
Energy = -8775.6159 eV
Charge = 0
2S+1 = 1

Positions of all 11 atoms, in Å:
H: 0.7025 0.5340 -1.7609
C: -0.1047 -0.1932 -1.9169
H: 1.1048 1.3340 0.8933
H: -2.1651 -0.2309 1.3139
H: 0.5040 0.0624 1.9540
H: 1.8197 -0.2289 0.4231
C: -0.4159 -0.1459 0.4605
O: -0.8529 -0.4521 -0.8032
C: 0.9508 0.2505 0.9181
N: -1.1769 -0.2147 1.4736
O: -0.3662 -0.7152 -2.9557

Record 3
DFT (ωB97M-V/def2-TZVPD) results for 2 unconnected molecules or ions with the total composition C9H14 in a non-equilibrium geometry.

Summary:
Kohn-Sham gap = 10.07 eV
LUMO = 1.0 eV
ΔE to the lowest compared entry with this formula, charge and spin = 22.12 kJ/mol
Energy = -9559.9522 eV
Charge = 0
2S+1 = 1

Positions of all 23 atoms, in Å:
H: 1.7135 1.7084 -0.7111
C: -1.5741 0.8647 1.0839
C: -0.2773 1.6619 -2.3928
H: 1.1341 -2.6594 -1.0074
C: -0.3461 1.3965 -0.9107
C: -1.5397 1.1280 -0.2775
H: 1.6569 -1.5292 1.0822
C: 0.9134 -2.3370 1.1162
C: 0.8311 1.4181 -0.1391
H: 0.2074 -2.0096 1.8781
H: -0.5169 -3.1123 -0.3533
H: -2.4584 1.1337 -0.8496
H: 0.3964 2.4961 -2.6036
C: 0.8035 1.1279 1.2009
C: 0.3363 -2.4487 -0.2952
H: -1.2774 1.8533 -2.7849
H: -0.3986 0.6161 2.8770
H: -2.5193 0.7705 1.5930
H: 1.7030 1.0172 1.7950
H: 0.0367 -1.4464 -0.6014
H: 0.1420 0.7999 -2.9179
C: -0.4112 0.7986 1.8157
H: 1.4448 -3.2485 1.4024

Record 4
DFT (ωB97M-V/def2-TZVPD) results for C21H21FN4O5 in the gas phase in a non-equilibrium geometry.

Summary:
Kohn-Sham gap = 8.34 eV
LUMO = -0.6 eV
Energy = -41031.9226 eV
Charge = 0
2S+1 = 1

Positions of all 52 atoms, in Å:
C: 2.6606 -0.8441 4.2681
C: 3.1104 0.4625 4.3144
C: 2.2431 1.5292 4.4499
H: 0.1957 2.0980 4.6367
H: -3.8096 0.9333 1.2719
H: -1.4665 -1.7767 -1.7645
H: -1.0199 -1.3535 2.7386
C: -1.6152 1.5623 -2.4055
H: 2.7370 -1.0696 -0.5063
H: 1.8643 -3.5194 -2.1354
H: -0.4540 0.9240 2.1573
H: -2.1280 1.3326 2.6264
C: -1.0564 2.4986 -3.2613
F: 4.4376 0.7039 4.2296
C: 2.0970 -1.9382 -0.6969
H: 0.4260 2.8473 -4.7874
C: -1.0793 -0.3091 4.4686
H: -1.6385 0.5461 4.8582
H: -1.3057 -1.1824 5.0860
C: 0.1665 -0.9499 0.2199
O: 0.7301 -0.8683 1.2912
C: 1.3023 -1.0793 4.3521
C: -1.9543 0.1518 0.8582
O: 1.8640 1.2244 -5.8107
C: -1.1770 0.2415 -2.4071
H: 2.4928 -2.0152 -2.8185
N: -3.2097 -0.7144 -1.4059
C: 0.8857 1.2729 4.5314
H: 0.1925 -1.1477 -3.3087
H: 2.1417 -2.5893 0.1836
N: 1.4842 0.4251 -4.9840
H: 0.9339 -2.0937 4.3108
N: -3.2415 0.5045 0.5544
C: 0.4022 -0.0282 4.4850
C: 2.5222 -2.6734 -1.9539
N: -1.5832 -0.6019 3.1296
O: -5.1384 0.1970 -0.6506
H: -3.7029 -1.0459 -2.2210
C: -1.2021 -0.5108 -0.0537
O: 1.9542 -0.6827 -4.8265
H: 3.3676 -1.6515 4.1621
C: -3.9509 0.0060 -0.5354
H: 2.6294 2.5358 4.4836
H: 3.5371 -3.0390 -1.8291
C: -0.0367 2.1359 -4.1211
C: -1.7634 -0.7728 -1.4386
H: -1.4134 3.5165 -3.2501
O: 0.7504 -1.4850 -0.8623
C: 0.4033 0.8184 -4.1144
C: -0.1672 -0.1315 -3.2787
H: -2.4050 1.8612 -1.7328
C: -1.4835 0.5406 2.2287

Record 5
DFT (ωB97M-V/def2-TZVPD) results for a molecular structure, C21H38N3O5PS2Sn.

Summary:
Kohn-Sham gap (alpha / beta) = 7.55 / 6.76 eV
LUMO (alpha / beta) = -2.0 / -3.7 eV
ΔE to the lowest compared entry with this formula, charge and spin = 1.73 kJ/mol
Energy = -73889.1684 eV
Charge = +1
2S+1 = 2

Positions of all 71 atoms, in Å:
H: -2.0829 2.2772 2.3153
H: -1.6137 -4.2513 0.1955
H: -2.2261 1.1507 -0.4000
H: 3.0116 5.2962 -4.3406
H: -0.3956 -3.6920 2.8160
H: 1.5880 4.2449 -2.5729
H: -0.2131 -3.1928 0.1756
N: -0.1569 3.0234 2.6421
H: -1.7686 3.8815 1.6146
H: 3.2069 4.5906 -1.9479
S: 2.3772 -0.2292 -1.9215
H: 2.2703 2.0497 3.4231
C: 1.9811 -0.5016 3.4286
Sn: 0.3966 -0.3150 0.1074
H: -1.9897 3.7082 3.3676
H: -3.7864 -3.5162 -0.5594
H: 0.3991 4.9979 2.2744
H: -1.4416 -5.0357 -3.3105
H: 2.3886 2.2090 1.6596
H: -0.4716 -4.0677 4.5498
P: 1.6818 1.5910 -2.2327
H: -0.1304 1.7210 -6.0469
H: -2.4128 -5.2261 -1.8497
H: 0.9709 -2.8085 -1.8488
H: -1.6787 1.0539 -5.5140
H: -1.1564 2.6399 -4.9318
C: 3.1418 4.2444 -4.0826
C: 2.6483 4.0072 -2.6774
C: -1.5919 3.2310 2.4726
H: 1.5858 -1.5313 5.7145
C: -3.9109 -0.1414 -0.6062
H: 0.8775 -4.6727 3.5658
H: 0.2240 -0.0232 -4.2801
O: -0.2988 0.8869 1.9554
H: 2.5820 3.6403 -4.7944
H: -0.4338 -2.1442 -2.7171
C: 1.5763 -2.5465 5.3252
S: 0.3376 2.1447 -0.8097
C: -0.8147 1.6413 -5.2031
C: -1.6398 -0.9213 -0.3248
C: 0.1901 -3.8388 3.7166
H: 0.3069 4.5618 3.9899
C: 1.8994 1.6646 2.4697
C: -3.4354 -2.4910 -0.5340
H: -4.6145 0.6760 -0.6968
C: -0.1449 0.9725 -4.0307
C: -4.3500 -1.4561 -0.6439
O: 2.2343 0.3100 2.3056
H: 2.5985 -2.9284 5.2859
H: -2.5338 -3.7348 -2.8087
C: 0.3884 1.8564 2.3466
C: 1.1336 -1.7133 3.0613
C: -1.1300 -3.4448 -0.3624
C: -2.5595 0.1196 -0.4390
C: -2.0689 -2.2502 -0.3895
H: 1.0085 -3.1586 6.0211
H: -0.8223 0.8948 -3.1760
C: -1.8432 -4.5100 -2.4441
C: 0.0829 -3.0750 -2.4260
H: 0.4210 -3.5668 -3.3385
O: 2.8701 2.6174 -2.2995
H: 4.1996 3.9981 -4.1638
C: 0.6049 4.2118 3.0015
O: 0.6693 -1.8587 1.9222
H: -5.4034 -1.6760 -0.7580
O: 1.0011 1.7768 -3.6512
H: 1.4709 0.0562 4.2200
N: -0.7415 -3.9833 -1.6601
H: 2.9362 -0.8501 3.8318
N: 0.9281 -2.6157 4.0205
H: 1.6723 4.0215 2.9990

Record 6
DFT (ωB97M-V/def2-TZVPD) results for 14 unconnected molecules or ions with the total composition H26O17S in a non-equilibrium geometry.

Summary:
Kohn-Sham gap = 9.44 eV
LUMO = 5.1 eV
ΔE to the lowest compared entry with this formula, charge and spin = 533.70 kJ/mol
Energy = -46065.3152 eV
Charge = -2
2S+1 = 1

Positions of all 44 atoms, in Å:
O: -0.4426 -0.5439 3.5694
H: 2.2427 1.3045 1.3789
H: 0.7143 -2.7201 -0.3341
O: -2.1803 1.9685 2.1848
H: -3.6034 -0.3598 1.8715
H: 0.5543 2.5597 -0.0303
S: 0.1443 -0.0930 0.0857
H: 1.1092 -3.6146 -1.5999
H: -0.0627 1.3547 -2.4459
H: -0.5230 -0.4809 2.5762
H: 1.1228 2.3231 -2.4354
H: 2.5915 1.0345 -2.2740
O: -2.9885 1.1529 -1.6764
H: -0.4969 3.5596 0.5261
H: -0.9756 -0.5968 -2.6662
O: -0.7929 0.0187 1.1017
H: 3.4939 -2.4938 0.6013
H: -0.7816 -0.7550 -4.1672
H: 2.0985 -2.5530 2.8477
O: 3.2955 -1.6338 0.2949
O: 1.0721 1.0199 0.2363
O: 0.8224 -1.3504 0.2152
O: 0.2047 2.0514 -3.0125
O: 2.8260 1.6934 -1.4432
H: 2.1055 1.8452 -0.8491
O: 0.7748 -3.6758 -0.6662
H: -3.0614 1.7788 -0.7255
O: 2.6335 1.7494 2.2232
H: -3.0585 -1.0954 -1.3468
H: 3.4492 1.9051 2.3383
H: 1.1490 -2.2185 1.5830
O: 1.2549 -2.6036 2.4634
H: 0.2075 -1.3225 3.4569
O: -0.7824 -1.2814 -3.2711
H: 2.3764 -1.4229 0.0745
H: -1.6983 2.6626 2.7061
H: -1.4854 1.3999 1.8978
O: -0.5554 0.1800 -1.2855
O: -3.1030 -1.0651 1.3691
O: -3.1349 -1.7747 -2.0579
H: -2.0692 0.8638 -1.6804
O: 0.1791 3.4091 -0.1277
H: -2.3820 -1.5463 -2.7035
H: -2.2440 -0.6335 1.1968

Record 7
DFT (ωB97M-V/def2-TZVPD) results for 2 unconnected molecules or ions with the total composition C6H14N2O2 in a non-equilibrium geometry.

Summary:
Kohn-Sham gap = 9.41 eV
LUMO = 0.5 eV
ΔE to the lowest compared entry with this formula, charge and spin = 50.48 kJ/mol
Energy = -13525.1012 eV
Charge = 0
2S+1 = 1

Positions of all 24 atoms, in Å:
O: 3.7625 1.5728 -0.7236
H: 0.6320 3.0069 -0.0686
H: -1.4537 -3.2446 -0.5925
H: -3.9978 -0.1312 1.2788
H: -0.4480 -1.9268 -0.7541
O: -0.7625 -0.0912 0.7115
H: 0.9025 0.4780 0.0109
C: 3.1875 -0.4924 0.2964
H: 3.7598 -1.1446 -0.3629
C: -1.9388 -0.3976 0.6172
H: -2.8837 1.3023 1.4527
C: 2.8686 0.8528 -0.3016
H: 2.3357 -1.0766 0.6519
H: 1.9647 2.9176 -1.2754
N: 1.5555 1.1587 -0.3586
H: -1.6316 -2.1799 -1.9877
H: 0.2317 2.2780 -1.5219
C: -2.9894 0.2172 1.4859
H: -3.3599 -1.6043 -0.2337
H: 3.8376 -0.3084 1.1541
C: -1.4735 -2.2415 -0.9277
C: 1.0886 2.4347 -0.8611
H: -2.8040 -0.0121 2.5352
N: -2.3838 -1.3676 -0.2251

Record 8
DFT (ωB97M-V/def2-TZVPD) results for C4H12F2N3O2PS in the gas phase in a non-equilibrium geometry.

Summary:
Kohn-Sham gap = 10.55 eV
LUMO = 0.6 eV
Energy = -38466.0245 eV
Charge = 0
2S+1 = 1

Positions of all 25 atoms, in Å:
F: 4.5021 -1.1999 -0.4153
C: -1.1417 -1.0222 1.1930
H: 0.4829 3.0423 0.9442
H: -0.8757 -3.2620 -0.4810
H: -0.9752 2.3491 -1.3084
C: 1.2206 2.1895 0.5064
H: -0.9978 0.5860 -1.7556
N: -0.3861 -1.3567 0.0022
H: 0.5397 -2.7612 -1.3560
O: 3.3645 0.8215 -0.9516
H: 1.6931 1.5372 1.4314
H: 0.4651 1.5966 -2.2568
H: -0.9918 0.0991 1.1222
H: -0.6559 -1.5374 2.1705
F: 1.4122 -0.6240 -1.7703
S: 3.5613 0.0415 0.1996
C: -0.3000 1.3777 -1.4846
H: 1.9544 2.5361 -0.1518
H: 0.6751 -3.3275 0.3322
O: 4.3252 0.5662 1.3025
N: 2.1857 -0.6590 0.7447
C: 0.1195 -2.7364 -0.4308
H: -2.0816 -1.4384 0.9525
P: 1.0167 -0.3826 -0.2333
N: 0.5279 1.1881 -0.2431

Record 9
DFT (ωB97M-V/def2-TZVPD) results for C16H18N2S in the gas phase in a non-equilibrium geometry.

Summary:
Kohn-Sham gap = 8.82 eV
LUMO = 0.7 eV
ΔE to the lowest compared entry with this formula, charge and spin = 226.76 kJ/mol
Energy = -30696.9604 eV
Charge = 0
2S+1 = 1

Positions of all 37 atoms, in Å:
H: -2.3913 -2.9700 -2.6020
C: -2.0283 -0.5125 -0.3226
C: -3.3555 2.9578 -0.4720
H: 0.6774 -2.4345 0.0737
C: -2.6180 -1.1585 -1.4060
N: 2.6752 -0.2617 -0.5378
H: -2.7623 0.4927 2.1577
H: 0.2775 -0.7615 2.2337
C: 0.9416 0.8780 1.0750
S: -3.6296 2.7605 1.2592
H: 0.4108 1.5097 -0.9881
H: -0.6364 2.2934 0.1911
C: 4.1234 -0.7010 1.1845
C: -0.1294 -0.1350 1.4617
H: -3.5906 -0.9116 -1.8806
C: 2.1234 0.1239 0.6427
C: -3.0567 1.7409 -0.9003
H: 1.2308 1.5601 1.9184
C: 0.4282 1.9846 0.0441
H: 4.4554 -1.6898 1.6453
H: -3.0332 1.5821 -2.0367
N: 2.8353 -0.2338 1.6690
C: -0.7324 -0.8915 0.1982
C: -1.8549 -2.2797 -1.9588
H: 4.0435 -1.9089 -0.6911
C: -2.9211 1.2033 1.3555
H: 4.7657 -0.3056 -0.7848
H: -0.8197 0.4037 2.1040
H: 4.8530 0.0153 1.5573
H: 0.9721 2.9150 0.0248
C: -2.6513 0.7578 0.0828
H: 1.9732 -0.6718 -1.1353
C: 3.9551 -0.9061 -0.3054
C: -0.1534 -2.0009 -0.3995
C: -0.6086 -2.6799 -1.5028
H: -3.6174 3.8152 -1.1142
H: -0.1514 -3.5798 -1.8406

Record 10
DFT (ωB97M-V/def2-TZVPD) results for 12 unconnected molecules or ions with the total composition C38H55Cl10F21O14 in a non-equilibrium geometry.

Summary:
Kohn-Sham gap (alpha / beta) = 9.46 / 2.27 eV
LUMO (alpha / beta) = -3.1 / -10.3 eV
Energy = -251244.3594 eV
Charge = +1
2S+1 = 2

Positions of all 138 atoms, in Å:
H: 2.0489 5.2204 1.3945
C: 4.9489 7.5708 -0.9532
H: -0.1659 2.2209 -2.5191
H: -3.0037 2.9576 -2.2147
O: 2.8879 -5.0777 4.2047
C: 4.8511 -7.0506 5.9915
C: 2.6697 -1.9851 -2.7842
C: -3.2824 -0.7527 4.5936
F: 4.8305 7.7286 0.4241
H: 2.8939 5.6584 -4.3311
H: 4.8622 -7.1653 4.9076
H: -4.2657 3.4567 -3.4416
H: -0.9439 -0.2901 -1.6504
H: -1.2691 4.1587 2.2338
H: -2.3123 -2.6206 -3.8012
H: 0.5346 -0.1376 -2.4840
Cl: -5.2940 1.3978 0.3586
H: 1.5894 5.0520 -1.5883
C: -3.2024 1.6881 -4.0368
C: -1.6444 -2.6723 -4.6610
F: 4.4424 -2.2724 5.6747
H: -4.5285 2.0776 -2.3711
O: 0.6880 -0.4263 -0.4205
C: -0.5906 -4.5564 4.9377
F: 4.4593 8.6601 -1.5777
F: 1.8796 -8.4366 8.4349
C: 0.8783 -1.2015 1.9398
H: -1.1149 -4.5783 7.1187
O: -4.7674 1.0924 4.1388
H: 4.6254 -8.0740 6.2912
C: 2.6580 3.2505 0.8380
O: 3.9234 -4.8365 6.2162
C: -3.7711 2.6376 -2.9195
H: 0.3692 -4.4211 4.4391
H: 2.3886 2.8870 -7.2381
H: -0.8435 3.4811 3.7746
F: -5.6606 -1.1055 -6.5420
H: -2.5643 2.3876 -4.5767
C: 3.5866 -4.3910 4.9515
C: 3.0582 5.4062 -3.2835
F: -4.1198 -1.6547 4.1077
H: 2.2939 -4.7822 -1.2953
H: 2.8404 -6.6349 6.4404
O: -2.5426 1.4066 3.6160
H: -3.2296 3.3591 3.6641
H: 1.6005 -4.3593 -2.8123
C: -2.4408 -2.7746 -5.9677
C: -0.0878 1.7225 -1.5529
H: -0.9746 2.0086 -0.9872
F: 1.0992 -0.3101 2.9342
O: -0.0599 -6.3400 6.6890
C: -2.7443 2.6896 2.9540
C: -3.6263 0.6732 4.1432
H: 0.4572 -3.7135 -0.0265
H: 1.4627 3.9471 -3.0223
F: 3.5331 -0.3102 -1.2486
H: 5.8506 -6.7271 6.2822
H: -5.0908 -0.3027 -1.1957
Cl: 2.4678 4.1686 3.3708
H: -0.9215 -3.4881 -4.6550
C: 0.0421 0.1658 -1.5601
F: 6.3074 7.4912 -1.2323
F: -7.0694 -0.6859 -4.8979
C: 0.3726 -3.8603 -1.1032
C: -6.0314 -0.2528 -5.5696
C: 0.0717 -0.4834 0.8367
C: -1.8329 6.4029 -1.4369
H: -0.2991 -3.0959 -1.4938
Cl: -1.8270 5.5811 -3.8993
H: -1.1064 -3.5982 4.8762
Cl: -0.2191 2.8046 -5.2624
H: -3.4949 -0.6549 1.4290
Cl: -2.9256 -2.2190 -0.2030
F: 3.0601 -2.2066 4.0962
H: -0.7455 2.4985 2.3324
H: -3.0838 -1.8988 -6.0554
C: 4.0317 -2.9468 4.6003
H: -3.4888 0.3769 -0.8123
C: -4.8659 0.0408 -4.6143
H: -1.7380 -2.7573 -6.8007
O: -4.2288 1.2028 -4.8836
H: 1.1189 1.0201 -6.2523
H: -0.3449 1.2813 -7.1057
H: 0.8370 5.4703 -3.0937
O: 2.4825 -2.8304 -1.6852
O: -0.9702 0.1540 1.0836
O: 0.6583 -5.9671 8.8579
C: 3.7783 -6.1284 6.6686
C: 0.3909 -6.7141 7.9292
C: 0.4818 1.8160 -6.6380
C: 1.3689 2.7418 -7.5948
H: 1.0224 3.7699 -7.6990
C: 4.2652 6.2875 -1.4746
C: 1.7498 -3.9838 -1.7999
C: -4.4278 0.0169 -0.3918
C: 1.6960 4.9513 -2.6684
F: -2.0777 -1.0630 4.0826
Cl: 1.5260 1.9606 -9.2457
H: 2.9775 3.2781 -0.2038
H: -4.9354 -1.6011 0.8531
C: -0.3397 -4.9123 6.4291
H: -3.2425 2.7184 1.9850
H: -1.2276 -5.2799 4.4287
F: 0.3893 -8.8974 6.9392
H: 3.7960 4.8735 1.4841
H: -2.5722 0.8970 -3.6304
F: -3.3154 -0.7513 5.9466
F: 3.2701 0.3651 -3.3558
F: 0.2875 -2.2373 2.4862
O: 3.5564 6.4837 -2.5450
H: 0.8353 2.1141 -1.1256
C: -2.7458 6.2742 -2.6361
F: -6.4171 0.8732 -6.1683
Cl: -0.5753 -1.2642 -4.7721
H: 0.5417 -4.3498 6.7372
C: -4.0145 -1.0888 0.5746
F: -0.1987 -8.7405 9.0111
C: -1.3490 3.2537 2.8361
Cl: -1.4197 4.7730 -0.9385
H: -0.8901 6.9421 -1.5287
C: 2.7978 4.4813 1.6789
C: 0.5944 -8.2441 8.0873
H: 1.6555 2.8475 0.9813
O: 2.2599 -2.3114 -3.8625
Cl: -3.4315 -4.2840 -6.0197
H: 3.9331 -6.1643 7.7469
H: -0.2698 -4.7370 -1.1869
F: 4.8162 -0.9942 -2.6866
C: 3.5696 -0.6738 -2.5420
F: 2.0255 -1.6520 1.4628
F: 5.0945 -3.1134 3.7176
O: 4.5116 5.1919 -1.0018
O: -4.5574 -0.6893 -3.6697
H: 3.7230 4.5467 -3.1979
Cl: 3.7592 1.9959 1.4041
H: -2.3324 6.9048 -0.6082
H: -3.6279 5.7056 -2.3416
H: -3.0323 7.2630 -2.9944